(one)
Here is a structure of composition C10H11N4 from the OMol25 dataset. Energies are from ωB97M-V/def2-TZVPD.

Last column: Mulliken charge in e.
Atoms and positions in Å:
N  -1.462  -1.277  -3.316  -0.626
N  0.294  -1.287  0.424  0.087
N  -1.449  0.211  1.096  -0.570
N  1.062  0.752  -2.216  -0.276
C  -0.822  -0.370  0.087  -0.399
C  0.237  0.257  -3.049  -0.185
C  -1.441  -0.184  -1.181  0.505
C  -2.449  0.773  0.531  -0.739
C  1.852  1.339  0.076  -0.681
C  1.149  -0.708  1.473  -0.718
C  1.204  0.985  -1.015  0.728
C  1.559  0.757  1.444  -0.515
C  -0.973  -0.469  -2.524  0.267
C  -2.604  0.551  -0.847  -0.441
H  -0.109  -2.171  0.824  0.406
H  2.442  0.998  2.004  0.509
H  1.956  -1.477  1.452  0.473
H  0.356  0.323  -4.118  0.473
H  2.393  2.295  -0.013  0.390
H  -2.278  -1.932  -2.982  0.315
H  -3.109  1.353  1.167  0.485
H  -3.546  0.757  -1.455  0.366
H  0.642  -0.744  2.396  0.338
H  0.777  -1.598  -0.383  0.488
H  0.720  1.516  1.678  0.321

Kohn-Sham gap (alpha / beta): 0.2178 / 0.2178 Eh
spin multiplicity: 1
highest occupied orbital energy (alpha / beta): -11.47 / -11.47 eV
charge: +1

---

(two)
Here is the ion C10H11N4 with charge +1 from the OMol25 dataset. Energies are from ωB97M-V/def2-TZVPD.

Last column: Mulliken charge in e.
Atoms and positions in Å:
N  -1.586  -0.610  -0.821  -0.669
N  0.850  1.463  -2.434  -0.165
N  0.606  -0.672  -0.192  0.330
N  0.241  -0.800  -2.613  -0.198
C  -2.463  0.050  1.474  -0.817
C  -0.130  -0.420  0.966  0.803
C  1.838  -1.410  -0.274  -0.903
C  -0.274  -0.724  -1.244  -0.008
C  -0.503  0.725  2.956  -0.655
C  -1.478  -0.266  0.503  0.456
C  0.545  1.454  -1.229  -0.109
C  0.449  0.136  2.102  -0.616
C  0.701  0.483  -3.222  -0.151
C  -1.855  0.597  2.638  -0.330
H  -0.521  -1.268  -3.152  0.424
H  -2.560  1.127  3.273  0.361
H  2.533  -0.847  -0.977  0.295
H  1.416  -0.034  2.481  0.400
H  -0.444  1.729  -0.804  0.317
H  2.266  -1.345  0.751  0.368
H  0.985  0.491  -4.265  0.440
H  -0.044  0.915  3.968  0.298
H  1.563  -2.489  -0.539  0.297
H  -3.473  0.149  1.200  0.454
H  1.338  1.563  -0.546  0.377

Kohn-Sham gap: 0.2661 Eh
spin multiplicity: 1
highest occupied orbital energy: -12.33 eV
charge: +1

---

Stability verdict: (two), ahead by 0.0748 hartree

---

(one)
Here is a cluster of 11 separate species, H23O11 in total from the OMol25 dataset. Energies are from ωB97M-V/def2-TZVPD.

Last column: Mulliken charge in e.
Atoms and positions in Å:
O  -0.723  -1.509  -0.932  -0.654
O  -3.822  2.524  -0.149  -0.645
O  1.632  -0.485  -0.947  -0.407
O  1.976  2.532  -1.237  -0.605
O  1.298  0.409  1.711  -0.684
O  -3.448  -0.589  -1.306  -0.660
O  -1.140  2.537  -2.018  -0.638
O  -1.617  -0.452  3.604  -0.599
O  4.117  0.303  -0.476  -0.554
O  3.067  -2.372  0.329  -0.678
O  -1.116  -3.914  1.337  -0.616
H  3.947  -2.320  0.699  0.312
H  1.859  2.719  -2.170  0.315
H  -3.917  0.162  -0.945  0.317
H  -1.251  2.980  -2.872  0.314
H  -1.682  -3.388  0.738  0.296
H  -3.912  3.424  -0.480  0.317
H  2.312  3.242  -0.666  0.308
H  2.917  -2.915  -0.447  0.340
H  1.338  0.093  -0.210  0.324
H  0.630  -0.880  -1.148  0.543
H  -0.370  2.923  -1.542  0.336
H  -1.793  -3.969  2.070  0.328
H  4.796  0.523  0.183  0.304
H  -3.606  -1.272  -1.975  0.316
H  4.104  1.216  -0.799  0.268
H  -1.661  -1.065  4.350  0.310
H  -3.133  2.168  -0.720  0.322
H  -0.714  -1.234  -0.003  0.313
H  2.327  -1.043  -0.463  0.519
H  0.803  -0.400  1.925  0.298
H  0.653  0.971  2.177  0.325
H  -1.484  -1.040  -1.339  0.399
H  -2.386  0.122  3.722  0.315

Kohn-Sham gap: 0.4143 Eh
spin multiplicity: 1
highest occupied orbital energy: -14.04 eV
charge: +1

---

(two)
Here is a cluster of 11 separate species, H23O11 in total from the OMol25 dataset. Energies are from ωB97M-V/def2-TZVPD.

Last column: Mulliken charge in e.
Atoms and positions in Å:
O  -2.982  -1.358  -2.316  -0.500
O  1.743  1.828  -1.874  -0.568
O  1.431  -0.760  -1.539  -0.566
O  0.403  -0.276  -4.057  -0.570
O  1.383  -1.285  3.448  -0.608
O  1.470  1.699  1.556  -0.681
O  0.299  -3.205  1.070  -0.630
O  0.255  2.438  3.980  -0.650
O  -1.351  -1.882  -0.326  -0.558
O  -1.733  3.429  1.324  -0.601
O  -1.512  0.402  -1.227  -0.530
H  -2.046  2.521  1.320  0.290
H  1.737  -1.318  2.584  0.276
H  0.352  1.685  4.681  0.350
H  1.678  -1.724  -1.940  0.330
H  0.519  -3.442  1.933  0.299
H  -3.021  -1.637  -3.186  0.246
H  2.714  1.369  -1.902  0.317
H  1.112  2.581  3.753  0.312
H  -3.844  -1.451  -1.957  0.257
H  -1.630  0.663  -2.166  0.404
H  -0.565  -2.213  -0.852  0.406
H  0.695  -0.543  -4.886  0.305
H  -0.740  -3.493  1.112  0.364
H  -0.624  0.654  -1.147  0.269
H  -1.608  -0.876  -0.915  0.498
H  -0.917  -1.453  0.327  0.427
H  -2.478  3.964  1.746  0.312
H  1.065  1.565  2.528  0.378
H  2.015  -0.662  -0.861  0.225
H  1.081  -0.724  -3.450  0.286
H  0.937  2.269  1.034  0.307
H  2.043  2.747  -1.755  0.282
H  2.121  -1.511  3.957  0.323

Kohn-Sham gap: 0.3872 Eh
spin multiplicity: 1
highest occupied orbital energy: -13.72 eV
charge: +1

---

Stability verdict: (one), ahead by 0.0818 hartree

---

(one)
Here is a cluster of 3 separate species, CH5NO2 in total from the OMol25 dataset. Energies are from ωB97M-V/def2-TZVPD.

Last column: Mulliken charge in e.
Atoms and positions in Å:
O  -1.437  -0.667  1.104  -0.404
O  -0.580  1.647  -1.239  -0.663
N  0.602  -1.156  0.421  -0.267
C  -0.271  -0.209  1.089  0.129
H  0.251  -2.009  0.145  0.207
H  -0.114  0.965  -0.510  0.216
H  1.562  -0.987  0.406  0.245
H  -1.001  1.151  -2.004  0.294
H  0.987  1.266  0.589  0.244

Kohn-Sham gap: 0.3022 Eh
spin multiplicity: 1
highest occupied orbital energy: -10.19 eV

---

(two)
Here is a cluster of 2 separate species, CH5NO2 in total from the OMol25 dataset. Energies are from ωB97M-V/def2-TZVPD.

Last column: Mulliken charge in e.
Atoms and positions in Å:
O  0.445  0.829  -0.660  -0.608
O  -0.274  -0.628  1.399  -0.625
N  -0.546  -0.060  -1.003  -0.130
C  0.785  0.017  1.290  0.040
H  -1.226  0.351  -1.588  0.277
H  0.825  0.950  1.838  0.198
H  -0.930  -0.475  -0.065  0.345
H  -0.190  -0.809  -1.478  0.252
H  1.715  -0.398  0.998  0.251

Kohn-Sham gap: 0.3743 Eh
spin multiplicity: 1
highest occupied orbital energy: -9.48 eV

---

Stability verdict: (two), ahead by 0.0633 hartree

---

(one)
Here is the molecule C19H24N4O3 from the OMol25 dataset. Energies are from ωB97M-V/def2-TZVPD.

Last column: Mulliken charge in e.
Atoms and positions in Å:
O  -1.523  -2.683  -3.499  -0.704
O  -3.328  -3.622  -0.524  -0.319
O  3.383  -0.827  0.892  -0.686
N  2.015  -0.183  -0.790  -0.088
N  -5.177  -4.655  0.528  -0.790
N  -4.980  -4.312  -1.795  -0.083
N  -0.915  -2.200  -1.385  0.149
C  -1.133  -1.950  0.049  -0.879
C  -0.115  5.027  0.745  -1.512
C  -4.033  -3.755  -2.627  -0.258
C  1.911  3.536  0.898  -0.281
C  0.766  2.034  2.905  -0.684
C  3.980  1.162  -0.293  -0.585
C  0.351  -1.654  -1.855  -1.077
C  -0.702  0.539  0.027  -1.353
C  0.081  3.116  2.375  -0.638
C  -3.030  -3.329  -1.855  0.526
C  -0.135  -0.836  0.358  0.741
C  -4.555  -4.239  -0.486  0.382
C  3.996  2.123  0.910  -1.337
C  3.112  -0.044  -0.003  0.512
C  1.037  -1.217  -0.564  -0.611
C  2.028  1.701  2.433  -0.323
C  0.642  3.878  1.355  0.795
C  -1.769  -2.708  -2.299  0.085
C  2.618  2.459  1.427  0.421
H  -0.927  -2.850  0.633  0.304
H  -0.756  4.677  -0.067  0.274
H  2.371  4.139  0.120  0.394
H  -2.159  -1.646  0.242  0.472
H  -0.901  3.375  2.756  0.407
H  4.522  3.034  0.623  0.477
H  1.572  -2.056  -0.119  0.404
H  0.917  -2.399  -2.412  0.406
H  -0.755  5.514  1.481  0.392
H  0.178  -0.863  1.403  0.465
H  0.318  1.450  3.700  0.434
H  4.570  1.651  1.709  0.363
H  1.802  0.550  -1.446  0.374
H  4.991  0.805  -0.494  0.395
H  0.048  1.317  0.175  0.014
H  -1.058  0.583  -1.006  0.366
H  -1.547  0.771  0.677  0.383
H  2.563  0.855  2.846  0.401
H  0.176  -0.810  -2.532  0.352
H  -4.125  -3.704  -3.696  0.494
H  -4.653  -4.488  1.379  0.248
H  3.624  1.687  -1.183  0.248
H  -5.858  -4.725  -2.049  0.160
H  0.562  5.774  0.332  0.371

Kohn-Sham gap: 0.3252 Eh
spin multiplicity: 1
highest occupied orbital energy: -8.27 eV

---

(two)
Here is the molecule C19H24N4O3 from the OMol25 dataset. Energies are from ωB97M-V/def2-TZVPD.

Last column: Mulliken charge in e.
Atoms and positions in Å:
O  -0.563  4.771  -1.105  -0.700
O  -3.033  -1.379  -1.267  -0.610
O  -4.104  -1.381  0.706  -0.346
N  -1.194  2.838  -0.107  0.227
N  0.966  3.713  0.185  -0.114
N  2.046  -0.831  -0.967  -0.476
N  4.407  -0.618  0.497  -0.620
C  -3.002  0.605  0.113  0.621
C  -2.957  1.500  -1.124  -0.713
C  -1.618  0.592  0.776  -0.698
C  -0.298  3.817  -0.401  0.310
C  2.363  0.327  -0.345  -0.088
C  2.500  -3.105  -1.559  -1.378
C  2.876  -1.836  -0.867  0.715
C  3.563  0.429  0.407  0.398
C  -1.175  2.022  1.087  -0.912
C  1.501  1.428  -0.447  0.014
C  4.089  -1.726  -0.122  0.659
C  3.866  1.648  1.046  -0.710
C  3.003  2.700  0.953  -0.647
C  -4.471  -2.753  0.533  -0.259
C  1.800  2.598  0.214  -0.268
C  -2.499  2.902  -0.736  -1.019
C  -3.361  -3.685  0.997  -1.092
C  5.043  -2.870  -0.016  -1.288
C  -3.368  -0.820  -0.257  0.048
H  -5.374  -2.884  1.133  0.311
H  -3.943  1.556  -1.587  0.462
H  -2.267  1.065  -1.848  0.250
H  4.560  -3.729  0.448  0.297
H  -3.111  -3.485  2.036  0.294
H  -1.651  0.018  1.704  0.421
H  -0.179  2.018  1.525  0.400
H  -4.695  -2.926  -0.524  0.324
H  3.248  -3.364  -2.307  0.310
H  -3.224  3.351  -0.044  0.324
H  1.537  -2.976  -2.043  0.338
H  2.440  -3.925  -0.845  0.319
H  -0.902  0.117  0.104  0.190
H  -3.688  -4.716  0.902  0.377
H  1.453  4.601  0.171  0.319
H  -2.475  -3.538  0.384  0.306
H  -2.415  3.546  -1.613  0.472
H  5.387  -3.171  -1.005  0.302
H  0.623  1.340  -1.064  0.930
H  3.229  3.637  1.443  0.449
H  -3.743  0.974  0.829  0.278
H  -1.872  2.458  1.819  0.487
H  5.896  -2.570  0.586  0.336
H  4.787  1.720  1.603  0.452

Kohn-Sham gap: 0.3085 Eh
spin multiplicity: 1
highest occupied orbital energy: -8.30 eV

---

Stability verdict: (two), ahead by 0.0257 hartree

---

(one)
Here is the molecule C6H7BrO from the OMol25 dataset. Energies are from ωB97M-V/def2-TZVPD.

Last column: Mulliken charge in e.
Atoms and positions in Å:
Br  -3.512  0.046  -0.086  -0.140
O  -1.150  -0.698  -1.369  -0.431
C  -1.079  -1.173  0.947  -0.486
C  0.532  0.618  -0.582  -0.786
C  0.215  -0.929  -0.957  0.013
C  -0.853  1.218  0.045  -0.815
C  0.028  -1.679  0.373  -0.586
C  -1.620  -0.114  -0.011  0.584
H  0.825  -2.239  0.911  0.365
H  0.579  1.191  -1.501  0.282
H  -1.319  1.941  -0.492  0.514
H  -1.559  -1.560  1.864  0.376
H  1.443  0.720  -0.032  0.457
H  0.854  -1.471  -1.681  0.415
H  -0.733  1.521  1.158  0.237

Kohn-Sham gap: 0.3934 Eh
spin multiplicity: 1
highest occupied orbital energy: -9.75 eV

---

(two)
Here is a structure of composition C6H7BrO from the OMol25 dataset. Energies are from ωB97M-V/def2-TZVPD.

Last column: Mulliken charge in e.
Atoms and positions in Å:
Br  -2.138  -0.594  0.614  -0.155
O  -2.726  2.591  -1.129  -0.400
C  -2.136  1.658  -0.743  0.441
C  0.715  -0.501  0.044  0.466
C  0.921  -1.582  -0.612  -0.989
C  0.155  0.674  -0.760  -0.619
C  -1.346  0.647  -0.549  0.018
C  0.932  -0.280  1.497  -1.005
H  0.321  0.581  -1.766  0.409
H  1.260  -2.417  -0.085  0.331
H  0.785  -1.351  1.983  0.318
H  0.735  -1.657  -1.690  0.262
H  1.839  0.318  1.705  0.276
H  0.568  1.715  -0.420  0.261
H  0.116  0.199  1.911  0.387

Kohn-Sham gap: 0.3286 Eh
spin multiplicity: 1
highest occupied orbital energy: -8.65 eV

---

Stability verdict: (one), ahead by 0.0214 hartree

---

(one)
Here is the ion C4H10NOS with charge -1 from the OMol25 dataset. Energies are from ωB97M-V/def2-TZVPD.

Last column: Mulliken charge in e.
Atoms and positions in Å:
S  0.923  -2.583  0.573  -0.392
O  2.208  1.497  -0.376  -0.891
N  -0.227  1.277  -0.160  -0.406
C  0.762  -0.921  -0.422  -0.400
C  -0.405  -0.128  0.207  0.010
C  -1.831  -0.622  -0.136  -1.392
C  1.092  1.952  0.170  -0.599
H  -2.550  0.194  -0.118  0.452
H  -0.124  -0.188  1.265  0.406
H  0.818  3.015  -0.064  0.324
H  -1.808  -0.705  -1.234  0.319
H  0.534  -1.248  -1.446  0.327
H  0.191  -2.952  1.640  0.067
H  1.732  -0.415  -0.399  0.359
H  -2.044  -1.561  0.359  0.289
H  1.126  1.969  1.295  0.242
H  -0.397  1.416  -1.154  0.284

Kohn-Sham gap: 0.2249 Eh
spin multiplicity: 1
highest occupied orbital energy: -2.85 eV
charge: -1

---

(two)
Here is the ion C4H10NOS with charge -1 from the OMol25 dataset. Energies are from ωB97M-V/def2-TZVPD.

Last column: Mulliken charge in e.
Atoms and positions in Å:
S  2.669  0.176  1.260  -0.274
O  -2.899  0.243  0.016  -0.865
N  -0.841  0.226  -1.168  -0.428
C  -1.894  1.004  -0.341  -0.222
C  0.326  -0.334  -0.492  0.461
C  0.113  -1.750  0.163  -1.226
C  0.925  0.616  0.520  -1.285
H  -1.364  1.592  0.443  0.200
H  1.092  -2.205  -0.040  0.375
H  1.144  -0.483  -1.222  0.141
H  -1.295  -0.589  -1.549  0.247
H  -0.684  -2.329  -0.278  0.341
H  0.052  -1.709  1.254  0.246
H  3.284  1.358  1.080  0.103
H  0.463  0.852  1.466  0.536
H  1.137  1.593  0.078  0.508
H  -2.228  1.737  -1.190  0.142

Kohn-Sham gap: 0.2019 Eh
spin multiplicity: 1
highest occupied orbital energy: -2.51 eV
charge: -1

---

(three)
Here is the ion C4H10NOS with charge -1 from the OMol25 dataset. Energies are from ωB97M-V/def2-TZVPD.

Last column: Mulliken charge in e.
Atoms and positions in Å:
S  2.369  -1.337  -1.087  -0.319
O  -2.309  2.091  1.377  -0.907
N  -1.563  0.591  -0.736  -0.744
C  -1.189  1.376  1.649  -0.582
C  0.547  -1.318  -0.601  -0.635
C  0.090  -0.574  0.616  -0.920
C  -0.520  0.828  0.308  0.077
H  -2.332  0.278  -0.144  0.295
H  -0.450  2.029  2.129  0.260
H  0.195  -2.351  -0.628  0.384
H  0.900  -0.383  1.354  0.401
H  2.259  -1.592  -2.405  0.102
H  0.010  -0.923  -1.473  0.404
H  -0.564  -1.245  1.189  0.329
H  -1.899  1.524  -0.952  0.288
H  -1.322  0.476  2.300  0.191
H  0.307  1.375  -0.176  0.377

Kohn-Sham gap: 0.2064 Eh
spin multiplicity: 1
highest occupied orbital energy: -2.57 eV
charge: -1

---

Stability verdict: (three), ahead by 0.0138 hartree